Entry from the OMol25 dataset: one molecule with the formula C15H17ClN4O2S at a distorted geometry (wB97M-V/def2-TZVPD).

```
40
Properties=species:S:1:pos:R:3:forces:R:3
C -3.57791 -2.64991 3.37492 -0.105 -0.127 0.116
O -2.92314 -1.89662 2.38021 0.141 0.175 -0.160
C -3.08492 -0.54968 2.37077 0.003 0.326 -0.162
C -3.93502 0.16239 3.21101 0.063 -0.353 0.017
C -4.05405 1.53599 3.08771 0.147 0.170 -0.181
C -3.33029 2.21132 2.11980 -0.060 -0.306 0.094
Cl -3.48625 3.92351 1.96819 -0.023 0.277 -0.012
C -2.48029 1.52358 1.26768 -0.106 -0.050 0.160
C -2.35395 0.15006 1.39831 -0.092 -0.165 0.580
C -1.40214 -0.59144 0.52122 -0.183 0.099 -0.121
O -0.38302 -1.09652 0.90174 -0.033 -0.044 0.161
C -1.86421 -0.65058 -0.92613 0.614 -0.020 -0.457
S -0.44628 -0.91050 -2.03064 -0.308 -0.315 -0.136
C 0.39517 0.52837 -1.58414 0.531 0.302 -0.122
N -0.08588 1.55040 -0.90245 -0.536 -0.852 -0.327
N 0.91410 2.41371 -0.79908 0.121 0.976 0.516
N 1.96116 1.98968 -1.36848 1.170 0.242 -0.290
N 1.68692 0.79190 -1.89096 -1.827 0.016 0.371
C 2.63244 -0.06330 -2.56229 0.381 -0.306 -0.229
C 3.82450 0.75450 -3.06981 0.026 0.146 0.046
C 4.85270 0.64036 -1.94843 0.080 -0.104 -0.088
C 4.72549 -0.81936 -1.52184 0.039 0.065 0.048
C 3.21803 -1.09332 -1.56753 0.072 -0.184 0.007
H -3.26313 -3.67951 3.21436 -0.056 0.059 0.058
H -3.28035 -2.33284 4.37851 -0.012 0.008 -0.035
H -4.66611 -2.58355 3.27582 0.042 0.009 0.020
H -4.50863 -0.34294 3.97106 -0.057 -0.074 0.056
H -4.71174 2.08015 3.74684 -0.056 0.067 0.048
H -1.88516 2.04485 0.53247 -0.011 0.034 -0.067
H -2.38606 0.25977 -1.21682 -0.056 -0.090 0.091
H -2.52111 -1.51225 -1.05393 -0.054 0.019 0.000
H 2.08459 -0.55102 -3.37499 0.076 0.123 0.082
H 3.54302 1.78473 -3.27772 -0.002 -0.032 -0.130
H 4.20965 0.29979 -3.98289 -0.010 -0.033 -0.026
H 5.85777 0.89641 -2.27743 0.049 0.069 0.025
H 4.57078 1.30159 -1.12893 0.029 0.051 0.024
H 5.14284 -1.00555 -0.53442 0.056 -0.080 0.008
H 5.24314 -1.45838 -2.23905 0.067 -0.032 0.007
H 2.99508 -2.11188 -1.87940 -0.047 -0.037 0.055
H 2.77226 -0.94389 -0.58325 -0.073 -0.028 -0.047
```
Forces are in eV/Å.

Calculated values
Orbital gap (eV): 9.052
Highest occupied orbital energy (eV): -8.59
Spin multiplicity: 1
DFT total energy (Ha): -1809.63406
Energy relative to the best compared isomer or geometry (same formula, charge and spin) (kJ/mol): 232.1
Structure (SMILES): COc1ccc(Cl)cc1C(=O)CSc1nnnn1C1CCCC1

Entry from the OMol25 dataset: C15H17CuF6N4O5S2 as an isolated structure at a distorted geometry (wB97M-V/def2-TZVPD).

```
50
Properties=species:S:1:pos:R:3:forces:R:3
Cu -0.33356 -0.15185 0.21916 0.142 -0.141 -0.553
C 2.65289 -3.25674 0.83528 0.751 -0.691 -1.072
F 3.70979 -2.57748 1.21841 -0.096 0.151 0.136
F 2.40763 -2.93289 -0.47415 -0.334 -0.227 1.261
F 2.96445 -4.57791 0.88048 -1.022 1.543 0.183
S 1.19660 -2.81392 1.98361 -2.142 -3.493 1.334
O -0.02079 -3.50201 1.52447 1.867 1.957 -0.655
O 1.59699 -3.27111 3.31308 0.101 1.646 -2.553
N 1.02091 -1.10307 1.74504 -0.851 -2.109 -2.906
S 1.60319 -0.47912 3.05144 -0.376 0.902 7.789
O 0.73177 -0.76719 4.22984 1.087 1.460 -3.083
O 2.98584 -0.80054 3.34785 -0.914 1.098 -1.694
C 1.43460 1.41683 2.68079 1.092 -0.852 2.822
F 0.31498 1.76089 2.11258 -1.586 -0.218 -1.823
F 1.51628 2.19100 3.75774 -0.200 -0.776 0.842
F 2.48370 1.71695 1.99327 1.356 0.500 -2.344
C 0.68849 4.03733 -1.20797 -1.285 0.710 -0.591
C 1.06496 2.60704 -1.15020 0.327 -1.386 0.249
O 0.24413 1.62520 -1.13884 1.051 0.873 0.242
N 2.40813 2.47308 -1.14971 -1.923 0.416 0.228
C 3.05655 1.23109 -1.39930 0.726 -0.091 0.337
H -0.36941 4.16877 -1.43528 -0.140 -0.137 0.720
H 1.13278 4.53754 -2.06850 0.540 -0.187 0.123
H 1.00573 4.55526 -0.30287 -0.244 0.070 0.028
H 2.88412 3.26542 -0.74260 0.397 -0.080 -0.523
H 3.39039 0.83063 -0.44208 -0.060 -0.686 -0.195
H 3.93684 1.43128 -2.01013 -0.044 -0.228 -0.067
H 2.34283 0.61654 -1.94799 0.343 -0.291 0.275
N -0.48212 -1.65298 -1.74583 1.075 0.651 0.532
C -0.05086 -1.11863 -2.91977 -0.258 -0.893 -0.092
C 0.03130 -1.87823 -4.10778 -0.677 -0.641 2.035
C -0.32270 -3.25087 -3.96513 -0.114 0.891 -1.620
C -0.75416 -3.77422 -2.77971 1.024 -0.363 0.008
C -0.72601 -2.97093 -1.69310 -0.753 0.896 1.691
H 0.26257 -0.08777 -2.84570 -0.218 0.141 -0.280
H 0.32722 -1.37811 -5.01811 0.092 -0.344 -0.085
H -0.34262 -3.96574 -4.77443 0.369 0.381 -0.547
H -0.88641 -4.83203 -2.60665 -0.315 -0.024 -0.336
H -0.94399 -3.43101 -0.74062 -0.030 0.419 0.375
N -2.51655 0.96894 0.76353 -1.330 0.164 0.849
C -2.76850 2.21999 1.22626 -1.154 1.799 -0.494
C -3.98299 2.74191 1.83663 1.542 -1.624 -1.402
C -4.99507 1.83894 1.98584 -1.276 -1.769 -0.289
C -4.81285 0.51512 1.58105 2.297 0.258 -1.350
C -3.59848 0.16726 0.92602 -1.036 -0.630 1.875
H -2.13790 3.00430 0.83432 0.847 -0.133 0.481
H -4.21216 3.78387 2.00462 0.754 0.126 0.037
H -6.02353 2.03053 2.25410 0.132 0.784 0.572
H -5.55175 -0.26995 1.64500 -0.193 0.239 0.124
H -3.56326 -0.89150 0.71580 0.660 -0.059 -0.596
```
Forces are in eV/Å.

Calculated values
Orbital gap (spin up / spin down) (eV): 9.313 / 4.943
⟨S²⟩: 0.753
Highest occupied orbital energy (spin up / spin down) (eV): -12.80 / -12.72
Total charge: +1
Spin multiplicity: 2
DFT total energy (Ha): -4212.66846
Energy relative to the best compared isomer or geometry (same formula, charge and spin) (kJ/mol): 149.3

Entry from the OMol25 dataset: C15H17IN2V as an isolated structure at a distorted geometry (wB97M-V/def2-TZVPD).

```
36
Properties=species:S:1:pos:R:3:forces:R:3
C -0.94126 0.84559 -2.19375 0.393 1.417 0.804
C -0.89268 -0.63033 -2.26604 -0.475 -1.881 0.300
H -1.95941 1.09786 -1.79700 1.218 0.582 -0.377
H -0.74491 1.24936 -3.22399 -0.374 0.046 1.159
H -0.05897 1.20089 -1.51761 -1.701 0.288 -0.950
H -0.69797 -1.16507 -1.25685 -0.113 0.405 -0.955
H -1.93600 -0.94259 -2.50022 1.003 -0.435 -0.209
H -0.12824 -0.97481 -2.98853 -0.647 -0.269 0.466
V 0.16672 -0.09502 0.51364 -2.581 0.570 -3.773
C 1.62764 -0.09069 -0.89256 0.258 -0.155 -0.059
H 2.00832 -1.11149 -0.77379 0.175 0.040 0.167
H 2.31822 0.65430 -0.47660 0.063 -0.167 0.142
H 1.50876 0.09684 -1.96075 -0.128 -0.017 0.356
I -2.43898 -0.16977 1.15627 1.409 0.021 -0.533
C 1.18318 -3.48642 2.69180 0.199 -0.702 0.430
C 0.82947 -2.72777 1.59786 -0.012 1.420 0.638
N 0.81400 -1.37831 1.69136 0.582 -1.532 0.565
C 1.15545 -0.72838 2.83173 -0.031 -1.238 0.584
C 1.46150 -1.46663 3.97622 0.321 0.519 1.004
C 1.49191 -2.88860 3.90199 0.028 0.523 -0.077
C 1.72091 -0.70381 5.17990 0.127 1.234 0.392
C 1.65693 0.69067 5.18644 0.240 -1.376 0.383
C 1.31612 1.43553 3.99659 0.306 -0.285 0.615
C 1.21532 2.85919 3.94291 0.044 -0.698 -0.259
C 0.81983 3.43470 2.74537 0.090 0.347 0.306
C 0.52004 2.65199 1.64163 0.319 -1.608 0.791
N 0.65920 1.29764 1.70317 0.195 1.823 0.110
C 1.07223 0.68895 2.83246 0.092 1.078 1.189
H 1.19924 -4.56369 2.58993 -0.010 0.021 0.032
H 0.52034 -3.14499 0.66280 -0.067 -0.265 -0.401
H 1.75791 -3.49528 4.78538 -0.205 0.442 -0.557
H 1.98171 -1.24147 6.10969 -0.194 0.389 -0.654
H 1.87376 1.23760 6.12040 -0.173 -0.360 -0.625
H 1.45271 3.47764 4.82405 -0.202 -0.423 -0.507
H 0.72516 4.50852 2.66096 -0.022 0.003 -0.017
H 0.15011 3.05470 0.72535 -0.128 0.241 -0.481
```
Forces are in eV/Å.

Calculated values
Orbital gap (spin up / spin down) (eV): 6.402 / 7.161
⟨S²⟩: 0.855
Highest occupied orbital energy (spin up / spin down) (eV): -15.86 / -15.95
Total charge: +2
Spin multiplicity: 2
DFT total energy (Ha): -1932.37861

Entry from the OMol25 dataset: C15H17IN5RuSSe3Te as an isolated structure at a distorted geometry (wB97M-V/def2-TZVPD).

```
44
Properties=species:S:1:pos:R:3:forces:R:3
Ru -0.11198 0.31982 -0.41536 -0.340 0.616 -0.508
C -2.48488 0.03392 4.91694 0.095 0.169 -0.059
C -1.59238 1.19762 4.49294 -0.384 -0.140 0.067
N -0.37478 0.71962 3.87604 0.442 -0.163 0.502
C -0.22668 0.40602 2.59554 -0.735 0.456 -1.347
S -1.43078 0.91052 1.41844 -0.286 0.177 0.421
N 0.84412 -0.26928 2.24524 0.724 -0.452 1.656
N 1.02232 -0.48238 0.95064 0.920 -0.919 -0.719
C 2.04082 -1.21668 0.55974 -0.652 0.274 1.043
C 2.92382 -1.91758 1.53574 -0.042 0.176 -0.042
C 2.24402 -1.23878 -0.86706 0.246 -0.109 -0.932
C 3.27122 -1.94528 -1.50626 -0.415 0.238 0.353
C 3.39532 -1.86758 -2.87696 -0.230 0.168 -0.210
C 2.49142 -1.09568 -3.60016 0.191 -0.114 0.147
C 1.49462 -0.43028 -2.91346 0.060 -0.062 -0.225
N 1.37602 -0.48858 -1.59066 0.291 -0.192 -0.264
H -3.43038 0.40752 5.30184 -0.097 -0.031 0.049
H -2.00028 -0.55388 5.69294 0.010 -0.083 0.102
H -2.67958 -0.61898 4.06604 -0.086 0.026 -0.030
H -1.31308 1.79612 5.36224 -0.038 0.062 -0.132
H -2.11608 1.83042 3.77574 0.111 0.058 0.101
H 0.33242 0.34012 4.49284 -0.006 0.026 -0.118
H 2.43942 -1.90518 2.50944 0.131 -0.035 -0.046
H 3.87942 -1.39818 1.61184 0.126 -0.047 0.088
H 3.11182 -2.94678 1.23834 0.025 -0.064 -0.088
H 3.94632 -2.54898 -0.92526 0.109 -0.058 0.116
H 4.17792 -2.40908 -3.38516 0.082 -0.038 -0.035
H 2.56102 -1.01598 -4.67206 -0.040 0.013 -0.112
H 0.74342 0.15102 -3.43886 0.097 0.019 0.069
Se -1.21138 -2.63968 2.03304 -0.296 -0.726 -0.640
Se -2.14708 -4.47018 1.22314 0.042 0.938 -0.718
Te -2.54808 -4.07378 -1.30846 0.592 0.373 1.166
Se -1.44558 -1.96368 -1.77176 0.077 -0.025 0.572
I 1.16912 3.00932 -0.65316 -0.934 -0.912 -0.226
C -0.51968 2.74562 -1.93896 0.284 0.122 0.192
C -0.95208 3.75542 -2.77266 0.048 -0.038 0.011
C -2.04458 3.49192 -3.58566 0.018 -0.202 0.137
C -2.64848 2.24692 -3.50446 0.099 0.161 0.003
C -2.14578 1.30532 -2.62556 -0.285 -0.106 -0.140
N -1.08588 1.54162 -1.84956 0.175 0.302 -0.090
H -0.45328 4.71062 -2.79266 0.072 0.055 0.026
H -2.41068 4.24742 -4.26326 -0.050 0.057 -0.048
H -3.50138 2.00772 -4.11456 -0.142 -0.082 -0.077
H -2.58998 0.32172 -2.52666 -0.008 0.113 -0.016
```
Forces are in eV/Å.

Calculated values
Orbital gap (spin up / spin down) (eV): 4.365 / 4.335
Highest occupied orbital energy (spin up / spin down) (eV): -9.91 / -9.91
Total charge: +1
Spin multiplicity: 1
DFT total energy (Ha): -9118.45961

Entry from the OMol25 dataset: one molecule with the formula C15H17N3O2S at a distorted geometry (wB97M-V/def2-TZVPD).

```
38
Properties=species:S:1:pos:R:3:forces:R:3
O -0.95317 3.31188 -1.29012 -1.193 -0.756 -0.188
C -0.24149 2.33936 -1.20464 5.000 1.673 0.386
C 1.51352 2.79839 -1.15088 -3.394 -3.977 -5.824
N 1.98212 3.21448 -0.00231 0.932 3.668 3.090
C 1.63716 4.59112 0.54390 -8.903 -3.061 -7.988
C 0.19468 4.62131 1.06930 5.616 1.435 9.138
O 0.38052 3.64478 2.44048 -1.210 6.688 0.961
C 0.50156 2.42899 2.16252 0.166 -1.659 -10.498
C 1.98449 2.28548 1.03758 -1.514 8.671 7.148
N -0.67654 1.05147 -1.07411 -6.261 9.152 -1.280
C -0.20616 -0.08206 -0.83397 -0.019 -5.058 0.319
N -1.14512 -0.97992 -0.48887 6.124 -1.717 0.141
C -0.26588 -2.15587 -0.33485 -1.132 -0.488 0.207
C -1.03973 -3.43970 -0.03334 1.964 2.875 -1.450
C -0.23970 -4.65973 -0.22054 -9.117 -0.171 2.818
C -1.10825 -5.68728 0.13123 -0.052 -5.076 0.876
C -2.66200 -5.63048 0.72131 10.890 -5.299 -3.818
C -2.96179 -4.45452 0.68295 -10.851 9.003 2.883
C -2.41110 -3.25251 0.27316 5.202 -2.459 -0.284
C 1.12004 -2.05355 -0.52646 -2.736 0.684 -1.027
S 1.46220 -0.46438 -1.22402 -1.156 -1.014 1.321
H 1.38131 3.50466 -2.09638 1.171 -1.200 2.220
H 2.05548 1.77425 -1.29162 -0.818 2.095 -0.861
H 1.25016 5.23189 -0.38040 2.000 -0.910 0.831
H 2.47359 4.91140 0.89061 4.411 2.798 3.602
H 0.12443 5.55149 1.76861 -0.036 -1.096 -1.706
H -0.75959 4.36560 0.86543 -2.401 -1.148 -2.500
H 0.79609 1.78850 2.82737 1.053 -3.541 4.401
H -0.32759 2.09480 1.40142 0.874 -0.349 1.690
H 2.15384 1.38179 0.94008 1.498 -8.645 -2.260
H 2.75962 2.61594 1.87182 -1.168 -0.358 -1.641
H -1.74554 1.26057 -0.98740 1.986 -1.700 -0.072
H 0.73429 -4.79825 -0.36839 3.643 -0.118 -0.899
H -0.67140 -6.87426 0.10737 -1.138 3.388 0.019
H -2.99353 -6.51212 1.05877 -1.665 -2.669 1.127
H -4.15781 -4.32370 1.18417 3.025 0.083 -1.338
H -2.68526 -2.26512 0.49679 -0.999 0.780 -0.028
H 1.79267 -2.82224 -0.83686 0.208 -0.526 0.484
```
Forces are in eV/Å.

Calculated values
Orbital gap (eV): 7.450
Highest occupied orbital energy (eV): -7.25
Spin multiplicity: 1
DFT total energy (Ha): -1294.24412
Energy relative to the best compared isomer or geometry (same formula, charge and spin) (kJ/mol): 1354.6
Structure (SMILES): O=C(CN1CCOCC1)Nc1nc(-c2ccccc2)cs1

Entry from the OMol25 dataset: one molecule with the formula C15H17N3O3S at a distorted geometry (wB97M-V/def2-TZVPD).

```
39
Properties=species:S:1:pos:R:3:forces:R:3
C -4.63944 2.17313 4.56993 0.367 -0.137 -0.254
C -3.46299 1.26353 4.27464 -0.174 -0.243 0.461
O -2.87753 1.67282 3.03149 -0.246 0.364 -0.070
C -1.92043 0.89947 2.54007 0.125 0.188 -0.334
O -1.52040 -0.10764 3.06045 0.003 -0.017 0.241
C -1.38023 1.46875 1.23570 -0.153 0.009 0.310
C -0.90682 0.39286 0.33575 0.369 -0.658 0.445
N -1.14211 0.34387 -0.92422 -0.692 1.334 0.460
N -0.62144 -0.70691 -1.53983 0.293 -1.248 -0.858
C 0.04327 -1.48861 -0.75671 -0.223 0.891 1.087
N 0.69149 -2.63546 -1.10242 0.175 -0.720 0.419
C 1.14443 -3.08835 -2.33187 -0.243 0.144 -0.122
O 1.69659 -4.16116 -2.37520 0.199 -0.217 -0.099
C 0.97509 -2.17352 -3.51133 0.112 -0.040 -0.314
C 2.24733 -1.31090 -3.66269 -0.135 -0.059 0.060
C 2.43798 -0.41432 -2.47285 0.233 0.165 -0.128
C 1.81126 0.82405 -2.41480 0.150 -0.034 0.013
C 1.93055 1.62246 -1.29155 -0.026 0.090 0.012
C 2.68053 1.19201 -0.21002 0.054 0.055 0.063
C 3.31856 -0.03566 -0.26211 0.060 -0.004 0.073
C 3.19821 -0.83200 -1.38740 0.070 0.053 -0.043
S 0.04558 -0.95324 0.92516 -0.251 -0.034 -1.085
H -5.09553 1.88289 5.51166 -0.055 -0.017 0.095
H -5.37963 2.09779 3.77815 -0.112 0.007 -0.036
H -4.30729 3.20533 4.63831 -0.022 0.117 0.047
H -3.77459 0.21719 4.18738 0.089 0.158 0.029
H -2.70010 1.32820 5.05817 -0.087 -0.059 -0.125
H -2.14412 2.06531 0.73775 0.102 -0.038 0.000
H -0.54229 2.12396 1.49757 -0.074 0.053 0.020
H 0.95831 -3.23608 -0.33003 -0.003 0.017 -0.268
H 0.10480 -1.53443 -3.37965 0.077 -0.093 -0.132
H 0.86230 -2.79234 -4.40222 -0.026 -0.062 0.106
H 2.14554 -0.71151 -4.56866 0.048 -0.043 -0.009
H 3.10876 -1.97213 -3.77643 -0.008 0.041 -0.069
H 1.21273 1.15803 -3.24913 -0.098 0.023 -0.105
H 1.42964 2.57911 -1.25899 -0.039 0.085 -0.002
H 2.77052 1.81081 0.67122 0.017 0.062 0.067
H 3.90685 -0.37536 0.57781 0.060 -0.028 0.070
H 3.69462 -1.79195 -1.42308 0.064 -0.108 -0.023
```
Forces are in eV/Å.

Calculated values
Orbital gap (eV): 9.464
Highest occupied orbital energy (eV): -8.92
Spin multiplicity: 1
DFT total energy (Ha): -1369.99067
Energy relative to the best compared isomer or geometry (same formula, charge and spin) (kJ/mol): 193.6
Structure (SMILES): CCOC(=O)Cc1nnc(NC(=O)CCc2ccccc2)s1